A molecular structure, C60H37Cl8LaN4OS6 at a distorted geometry. Source: the OMol25 dataset; level of theory: wB97M-V/def2-TZVPD.

XYZ file:
```
117
Properties=species:S:1:pos:R:3
La 0.288 0.165 0.232
Cl -7.024 3.443 5.570
C -5.870 2.839 4.424
C -4.528 2.837 4.762
C -3.604 2.376 3.846
C -4.009 1.924 2.592
C -5.365 1.924 2.281
C -6.301 2.379 3.193
C -2.996 1.453 1.625
C -3.000 0.092 1.296
C -3.992 -0.853 1.756
C -3.733 -2.024 1.133
C -2.576 -1.799 0.295
C -2.118 -2.712 -0.663
C -2.943 -3.927 -0.868
C -4.190 -3.775 -1.470
C -4.994 -4.869 -1.730
C -4.540 -6.126 -1.371
Cl -5.544 -7.505 -1.703
C -3.315 -6.302 -0.754
C -2.514 -5.199 -0.507
C -1.079 -2.499 -1.575
N -0.262 -1.410 -1.629
C 0.480 -1.536 -2.758
C 1.355 -0.580 -3.304
C 2.261 -1.072 -4.357
C 3.102 -2.150 -4.071
C 3.975 -2.650 -5.018
C 4.004 -2.073 -6.276
Cl 5.102 -2.693 -7.470
C 3.172 -1.012 -6.592
C 2.308 -0.517 -5.633
C 1.422 0.773 -2.924
C 2.223 1.785 -3.567
C 1.938 2.959 -2.947
C 0.987 2.664 -1.903
N 0.700 1.334 -1.917
C 0.401 3.630 -1.072
C -0.617 3.415 -0.132
C -1.294 4.452 0.608
C -2.237 3.842 1.368
C -2.127 2.428 1.106
N -1.131 2.204 0.211
C 0.854 5.023 -1.258
C -0.024 5.989 -1.742
C 0.387 7.294 -1.938
C 1.691 7.641 -1.629
Cl 2.214 9.282 -1.868
C 2.584 6.703 -1.141
C 2.164 5.397 -0.970
C 0.143 -2.767 -3.435
C -0.832 -3.357 -2.708
N -2.124 -0.526 0.457
H -4.209 3.184 5.733
H -2.555 2.354 4.100
H -5.680 1.574 1.309
H -7.353 2.374 2.949
H -4.773 -0.646 2.463
H -4.238 -2.966 1.236
H -4.524 -2.783 -1.742
H -5.957 -4.746 -2.204
H -2.993 -7.293 -0.467
H -1.552 -5.318 -0.028
H 3.082 -2.591 -3.086
H 4.632 -3.471 -4.775
H 3.201 -0.571 -7.577
H 1.647 0.301 -5.877
H 2.918 1.621 -4.370
H 2.333 3.935 -3.168
H -1.072 5.503 0.557
H -2.937 4.306 2.041
H -1.036 5.702 -1.984
H -0.293 8.032 -2.338
H 3.598 6.992 -0.908
H 2.857 4.658 -0.600
H 0.557 -3.096 -4.371
H -1.354 -4.273 -2.912
S -1.160 -3.381 2.502
C 0.248 -3.155 1.612
S 0.736 -4.235 0.425
S 1.287 -1.811 2.001
Cl -1.213 -0.260 5.722
C -0.304 -0.642 4.267
Cl -0.411 0.703 3.117
H -0.717 -1.552 3.798
H 0.740 -0.780 4.552
Cl 5.033 -2.925 -0.694
C 3.569 -2.388 0.113
Cl 2.900 -0.972 -0.720
H 3.827 -2.102 1.132
H 2.815 -3.190 0.093
O 1.864 1.513 0.978
C 2.912 2.068 1.633
C 2.580 3.511 2.026
C 1.357 3.982 2.384
C 1.349 5.360 2.701
C 2.573 5.927 2.584
S 3.760 4.782 2.089
C 4.163 2.102 0.766
C 4.199 1.993 -0.586
C 5.495 2.113 -1.132
C 6.439 2.312 -0.181
S 5.758 2.356 1.401
C 3.190 1.317 2.930
C 2.561 1.465 4.129
C 2.980 0.531 5.104
C 3.917 -0.328 4.633
S 4.289 -0.016 2.983
H 0.483 3.359 2.416
H 0.464 5.894 3.001
H 2.865 6.942 2.767
H 3.316 1.830 -1.170
H 5.700 2.058 -2.187
H 7.500 2.423 -0.296
H 1.821 2.220 4.325
H 2.604 0.522 6.115
H 4.402 -1.137 5.142
```

Its HOMO energy is -0.0688 Ha. For the LUMO energy, the calculation gives 3.13 eV. The calculation puts the energy relative to the best compared isomer or geometry (same formula, charge and spin) at 0.00 kJ/mol. The charge is -2. Its HOMO-LUMO gap is 5.005 eV.

Atom charges from the Löwdin analysis, given in e for atoms 1 to 8: 1.663, 0.627, -0.686, -0.100, -0.026, -0.203, -0.029, -0.109


A molecular structure, C60H49F9IrN2PSb2. Source: the OMol25 dataset; level of theory: wB97M-V/def2-TZVPD.

XYZ file:
```
124
Properties=species:S:1:pos:R:3
Ir -0.286 -0.754 -1.307
C -1.527 -3.452 -0.710
N -1.607 -2.029 -0.432
C -2.656 -1.438 0.084
C -2.602 -0.042 0.189
C -3.492 0.948 0.613
C -2.870 2.166 0.350
C -1.634 1.878 -0.229
N -1.452 0.549 -0.325
C -0.682 -3.628 -1.937
C 0.482 -2.859 -2.079
C 1.360 -3.093 -3.128
C 1.062 -4.062 -4.074
C -0.124 -4.774 -3.976
C -0.992 -4.561 -2.911
H -2.518 -3.898 -0.817
H -1.027 -3.953 0.127
H -3.527 -2.008 0.400
H -4.458 0.788 1.063
H -3.256 3.152 0.550
H -0.886 2.574 -0.577
H 0.886 -2.243 -1.230
H 2.289 -2.542 -3.178
H 1.748 -4.261 -4.886
H -0.370 -5.516 -4.724
H -1.902 -5.143 -2.831
C 1.513 -2.465 1.838
C 1.213 -2.589 3.332
C -0.072 -1.916 3.796
Sb -0.043 0.233 3.731
C -2.005 0.869 4.120
C -2.302 2.228 4.086
C -3.579 2.657 4.418
C -4.552 1.732 4.768
C -4.256 0.375 4.790
C -2.982 -0.064 4.461
C 0.978 0.682 5.509
C 0.325 1.424 6.490
C 0.942 1.619 7.719
C 2.198 1.083 7.960
C 2.851 0.350 6.975
C 2.248 0.154 5.744
Sb 2.491 -0.863 0.739
C 4.485 -1.250 1.355
C 4.831 -2.371 2.104
C 6.153 -2.586 2.476
C 7.137 -1.686 2.095
C 6.801 -0.572 1.337
C 5.482 -0.356 0.967
C 2.338 0.971 1.870
C 3.283 1.366 2.816
C 3.175 2.598 3.447
C 2.122 3.455 3.144
C 1.179 3.084 2.195
C 1.292 1.852 1.561
H 0.582 -2.585 1.275
H 2.162 -3.286 1.523
H 2.055 -2.285 3.956
H 1.080 -3.659 3.523
H -0.257 -2.080 4.860
H -0.933 -2.271 3.227
H -1.545 2.955 3.814
H -3.813 3.713 4.405
H -5.546 2.068 5.030
H -5.015 -0.342 5.073
H -2.762 -1.125 4.489
H -0.658 1.842 6.312
H 0.437 2.189 8.487
H 2.673 1.236 8.919
H 3.831 -0.065 7.166
H 2.774 -0.404 4.979
H 4.082 -3.090 2.412
H 6.413 -3.459 3.060
H 8.166 -1.854 2.383
H 7.568 0.126 1.029
H 5.239 0.519 0.373
H 4.117 0.721 3.060
H 3.916 2.893 4.179
H 2.046 4.414 3.638
H 0.367 3.755 1.945
H 0.551 1.557 0.827
F 0.509 -1.389 -9.604
C 0.494 -2.282 -8.606
F -0.527 -3.122 -8.830
F 1.630 -2.991 -8.677
C 0.351 -1.599 -7.267
C 1.472 -1.343 -6.492
C 1.324 -0.713 -5.269
C 0.065 -0.321 -4.818
C -1.048 -0.546 -5.626
C -0.904 -1.194 -6.843
P -0.033 0.549 -3.223
C 1.362 1.709 -3.312
C 2.080 2.001 -2.161
C 3.123 2.917 -2.189
C 3.449 3.537 -3.381
C 2.739 3.256 -4.544
C 1.698 2.345 -4.511
C 4.608 4.502 -3.454
F 4.270 5.613 -4.121
F 5.647 3.946 -4.094
F 5.030 4.865 -2.235
C -1.530 1.571 -3.339
C -1.471 2.953 -3.464
C -2.642 3.702 -3.467
C -3.865 3.065 -3.359
C -3.937 1.681 -3.257
C -2.772 0.939 -3.240
C -5.135 3.874 -3.277
F -5.001 5.079 -3.837
F -6.158 3.249 -3.872
F -5.482 4.065 -1.987
H 2.452 -1.634 -6.843
H 2.206 -0.487 -4.682
H -2.031 -0.214 -5.326
H -1.771 -1.375 -7.465
H 1.834 1.503 -1.233
H 3.677 3.144 -1.289
H 2.997 3.754 -5.469
H 1.146 2.136 -5.418
H -0.519 3.459 -3.551
H -2.598 4.779 -3.559
H -4.899 1.193 -3.181
H -2.830 -0.137 -3.120
```

Its HOMO energy (alpha / beta) is -0.4214 / -0.4211 Ha. For the LUMO energy (alpha / beta), the calculation gives -8.56 / -8.56 eV. The calculation puts the energy relative to the best compared isomer or geometry (same formula, charge and spin) at 318.56 kJ/mol. The charge is +2. Its HOMO-LUMO gap (alpha / beta) is 2.908 / 2.900 eV.

Atom charges from the Löwdin analysis, given in e for atoms 1 to 8: 0.921, -0.144, -0.143, -0.048, -0.314, 0.012, -0.042, -0.139